*P*
The following is a quantum chemistry calculation of 11 unconnected molecules or ions with the total composition C44H121N11O11, from OMol25.

Bonds (Å) are listed after each position.
Geometry (Å):
1 C -21.65 4.72 7.09  O2 1.431, H7 1.088, H8 1.072, H9 1.077
2 O -20.51 4.31 6.33  C1 1.431, C3 1.408
3 C -20.92 3.76 5.10  O2 1.408, C4 1.631, H10 1.128, H11 1.131
4 C -19.61 3.56 4.15  C3 1.631, C5 1.541, N6 1.462, H12 1.080
5 C -19.02 4.95 3.82  C4 1.541, H13 1.038, H14 1.108, H15 1.114
6 N -20.08 2.84 2.97  C4 1.462, H16 1.009, H17 0.999
7 H -21.22 5.32 7.89  C1 1.088
8 H -22.23 3.88 7.41  C1 1.072
9 H -22.25 5.36 6.46  C1 1.077
10 H -21.43 2.78 5.31  C3 1.128
11 H -21.66 4.44 4.58  C3 1.131
12 H -18.85 3.04 4.72  C4 1.080
13 H -18.08 4.90 3.38  C5 1.038
14 H -19.06 5.51 4.77  C5 1.108
15 H -19.63 5.56 3.12  C5 1.114
16 H -19.25 2.47 2.53  N6 1.009
17 H -20.67 2.05 3.13  N6 0.999
18 C -23.86 11.14 10.55  O19 1.439, H24 1.087, H25 1.071, H26 1.088
19 O -24.81 10.84 9.51  C18 1.439, C20 1.451
20 C -25.94 11.74 9.51  O19 1.451, C21 1.463, H27 1.100, H28 1.075
21 C -27.18 11.22 10.08  C20 1.463, C22 1.507, N23 1.460, H29 1.107
22 C -27.42 9.79 9.65  C21 1.507, H30 1.050, H31 1.084, H32 1.081
23 N -28.20 12.17 9.67  C21 1.460, H33 1.007, H34 1.009
24 H -23.39 12.11 10.38  C18 1.087
25 H -23.23 10.28 10.45  C18 1.071
26 H -24.36 11.17 11.51  C18 1.088
27 H -25.56 12.69 9.91  C20 1.100
28 H -26.14 11.80 8.45  C20 1.075
29 H -27.25 11.32 11.18  C21 1.107
30 H -26.75 9.13 10.12  C22 1.050
31 H -27.38 9.73 8.57  C22 1.084
32 H -28.41 9.54 9.99  C22 1.081
33 H -28.72 11.95 8.84  N23 1.007
34 H -28.89 12.26 10.40  N23 1.009
35 C -20.22 8.04 7.61  O36 1.425, H41 1.097, H42 1.072, H43 1.093
36 O -20.12 7.77 9.00  C35 1.425, C37 1.424
37 C -18.85 7.23 9.36  O36 1.424, C38 1.502, H44 1.115, H45 1.073
38 C -17.88 8.31 9.74  C37 1.502, C39 1.526, N40 1.433, H46 1.116
39 C -16.57 7.64 10.17  C38 1.526, H47 1.074, H48 1.083, H49 1.064
40 N -18.48 9.07 10.79  C38 1.433, H50 0.966, H51 1.009
41 H -19.40 8.68 7.29  C35 1.097
42 H -21.16 8.46 7.32  C35 1.072
43 H -20.03 7.09 7.09  C35 1.093
44 H -18.97 6.58 10.26  C37 1.115
45 H -18.47 6.72 8.49  C37 1.073
46 H -17.69 8.94 8.84  C38 1.116
47 H -16.86 6.83 10.81  C39 1.074
48 H -15.94 8.33 10.71  C39 1.083
49 H -16.09 7.31 9.28  C39 1.064
50 H -19.34 9.36 10.45  N40 0.966
51 H -17.87 9.70 11.28  N40 1.009
52 C -31.16 -3.15 8.13  O53 1.404, H58 1.085, H59 1.102, H60 1.054
53 O -30.47 -2.01 8.56  C52 1.404, C54 1.397
54 C -31.34 -1.01 9.00  O53 1.397, C55 1.548, H61 1.111, H62 1.107
55 C -30.51 0.19 9.53  C54 1.548, C56 1.547, N57 1.483, H63 1.115
56 C -29.49 -0.34 10.56  C55 1.547, H64 1.092, H65 1.077, H66 1.111
57 N -31.48 1.21 9.99  C55 1.483, H67 0.985, H68 1.028
58 H -31.59 -3.06 7.14  C52 1.085
59 H -32.01 -3.30 8.82  C52 1.102
60 H -30.50 -3.97 8.07  C52 1.054
61 H -32.01 -0.70 8.17  C54 1.111
62 H -31.93 -1.38 9.86  C54 1.107
63 H -29.87 0.68 8.76  C55 1.115
64 H -28.91 0.51 10.90  C56 1.092
65 H -28.90 -1.16 10.18  C56 1.077
66 H -30.10 -0.64 11.44  C56 1.111
67 H -31.81 0.93 10.87  N57 0.985
68 H -31.01 2.12 10.12  N57 1.028
69 C -22.77 2.85 11.95  O70 1.422, H75 1.096, H76 1.157, H77 1.078
70 O -21.61 2.29 11.37  C69 1.422, C71 1.452
71 C -20.52 3.24 11.38  O70 1.452, C72 1.553, H78 1.124, H79 1.109
72 C -19.18 2.56 11.00  C71 1.553, C73 1.491, N74 1.460, H80 1.135
73 C -18.10 3.59 11.02  C72 1.491, H81 1.122, H82 1.059, H83 1.081
74 N -19.32 2.00 9.66  C72 1.460, H84 1.011, H85 1.067
75 H -23.61 2.15 11.95  C69 1.096
76 H -23.07 3.82 11.39  C69 1.157
77 H -22.60 3.15 12.97  C69 1.078
78 H -20.79 4.09 10.69  C71 1.124
79 H -20.36 3.57 12.43  C71 1.109
80 H -18.87 1.69 11.66  C72 1.135
81 H -18.44 4.37 10.29  C73 1.122
82 H -17.26 3.06 10.66  C73 1.059
83 H -18.07 3.98 12.03  C73 1.081
84 H -19.27 2.73 8.96  N74 1.011
85 H -20.23 1.44 9.55  N74 1.067
86 C -20.67 7.07 13.45  O87 1.486, H92 1.070, H93 1.086, H94 1.067
87 O -21.98 6.91 14.14  C86 1.486, C88 1.421
88 C -22.44 5.58 14.00  O87 1.421, C89 1.566, H95 1.125, H96 1.170
89 C -23.77 5.39 14.81  C88 1.566, C90 1.562, N91 1.467, H97 1.105
90 C -24.91 6.21 14.12  C89 1.562, H98 1.116, H99 1.069, H100 1.077
91 N -23.55 5.73 16.22  C89 1.467, H101 1.022, H102 0.995
92 H -20.68 6.95 12.39  C86 1.070
93 H -19.95 6.39 13.90  C86 1.086
94 H -20.36 8.06 13.69  C86 1.067
95 H -22.54 5.26 12.92  C88 1.125
96 H -21.64 4.80 14.36  C88 1.170
97 H -24.03 4.33 14.66  C89 1.105
98 H -25.87 5.81 14.51  C90 1.116
99 H -24.95 5.87 13.10  C90 1.069
100 H -24.79 7.28 14.14  C90 1.077
101 H -22.99 6.59 16.25  N91 1.022
102 H -24.44 5.94 16.60  N91 0.995
103 C -28.98 2.40 6.30  O104 1.405, H109 1.078, H110 1.067, H111 1.111
104 O -29.79 3.52 6.54  C103 1.405, C105 1.444
105 C -30.41 3.61 7.84  O104 1.444, C106 1.512, H112 1.050, H113 1.140
106 C -30.47 5.02 8.37  C105 1.512, C107 1.541, N108 1.488, H114 1.088
107 C -29.02 5.56 8.31  C106 1.541, H115 1.063, H116 1.153, H117 1.098
108 N -30.98 5.05 9.77  C106 1.488, H118 1.037, H119 1.007
109 H -27.99 2.47 6.71  C103 1.078
110 H -28.81 2.29 5.25  C103 1.067
111 H -29.44 1.45 6.67  C103 1.111
112 H -31.30 3.07 7.71  C105 1.050
113 H -29.67 3.05 8.50  C105 1.140
114 H -31.13 5.63 7.77  C106 1.088
115 H -28.68 5.30 7.34  C107 1.063
116 H -28.43 4.95 9.09  C107 1.153
117 H -28.77 6.61 8.49  C107 1.098
118 H -32.01 4.94 9.71  N108 1.037
119 H -30.81 5.97 10.14  N108 1.007
120 C -23.83 7.32 9.76  O121 1.450, H126 1.074, H127 1.118, H128 1.102
121 O -23.78 5.89 9.60  C120 1.450, C122 1.393
122 C -25.08 5.37 9.69  O121 1.393, C123 1.529, H129 1.110, H130 1.140
123 C -25.13 3.95 9.13  C122 1.529, C124 1.509, N125 1.458, H131 1.101
124 C -25.50 4.07 7.68  C123 1.509, H132 1.092, H133 1.029, H134 1.148
125 N -26.19 3.24 9.85  C123 1.458, H135 1.003, H136 1.041
126 H -24.50 7.73 9.03  C120 1.074
127 H -22.80 7.74 9.64  C120 1.118
128 H -24.19 7.61 10.76  C120 1.102
129 H -25.34 5.36 10.77  C122 1.110
130 H -25.77 6.07 9.12  C122 1.140
131 H -24.11 3.53 9.15  C123 1.101
132 H -26.39 4.70 7.58  C124 1.092
133 H -25.52 3.11 7.30  C124 1.029
134 H -24.68 4.68 7.16  C124 1.148
135 H -26.38 2.29 9.58  N125 1.003
136 H -25.94 3.24 10.86  N125 1.041
137 C -22.44 0.20 4.54  O138 1.418, H143 1.104, H144 1.044, H145 1.099
138 O -22.86 1.25 3.68  C137 1.418, C139 1.414
139 C -24.11 1.79 4.07  O138 1.414, C140 1.514, H146 1.103, H147 1.105
140 C -24.71 2.54 2.90  C139 1.514, C141 1.548, N142 1.470, H148 1.130
141 C -23.95 3.86 2.65  C140 1.548, H149 1.070, H150 1.084, H151 1.107
142 N -26.15 2.85 2.96  C140 1.470, H152 1.009, H153 1.018
143 H -22.30 0.53 5.58  C137 1.104
144 H -21.50 -0.08 4.20  C137 1.044
145 H -23.19 -0.61 4.56  C137 1.099
146 H -24.70 0.93 4.42  C139 1.103
147 H -23.97 2.40 4.98  C139 1.105
148 H -24.54 1.89 2.00  C140 1.130
149 H -24.25 4.38 1.76  C141 1.070
150 H -22.90 3.61 2.61  C141 1.084
151 H -24.19 4.52 3.51  C141 1.107
152 H -26.76 2.06 3.09  N142 1.009
153 H -26.44 3.61 3.58  N142 1.018
154 C -26.13 -2.07 3.63  O155 1.415, H160 1.071, H161 1.110, H162 1.112
155 O -25.95 -1.32 4.82  C154 1.415, C156 1.472
156 C -27.20 -0.81 5.40  O155 1.472, C157 1.532, H163 1.078, H164 1.111
157 C -26.98 -0.79 6.92  C156 1.532, C158 1.542, N159 1.466, H165 1.097
158 C -25.80 0.14 7.27  C157 1.542, H166 1.060, H167 1.077, H168 1.066
159 N -26.66 -2.14 7.40  C157 1.466, H169 1.047, H170 1.007
160 H -25.15 -2.26 3.23  C154 1.071
161 H -26.68 -1.45 2.89  C154 1.110
162 H -26.66 -3.04 3.78  C154 1.112
163 H -27.32 0.19 5.01  C156 1.078
164 H -28.09 -1.39 5.10  C156 1.111
165 H -27.90 -0.47 7.42  C157 1.097
166 H -26.17 1.07 6.93  C158 1.060
167 H -24.88 -0.14 6.77  C158 1.077
168 H -25.58 0.10 8.31  C158 1.066
169 H -27.50 -2.77 7.43  N159 1.047
170 H -25.91 -2.49 6.82  N159 1.007
171 C -24.66 9.55 6.30  O172 1.435, H177 1.089, H178 1.039, H179 1.082
172 O -25.60 8.49 6.07  C171 1.435, C173 1.388
173 C -26.43 8.65 4.97  O172 1.388, C174 1.496, H180 1.092, H181 1.096
174 C -27.47 7.58 4.85  C173 1.496, C175 1.513, N176 1.472, H182 1.112
175 C -26.90 6.18 4.73  C174 1.513, H183 1.086, H184 1.112, H185 1.100
176 N -28.18 7.85 3.59  C174 1.472, H186 1.018, H187 1.032
177 H -24.05 9.26 7.15  C171 1.089
178 H -25.17 10.40 6.60  C171 1.039
179 H -23.97 9.80 5.50  C171 1.082
180 H -26.96 9.60 5.06  C173 1.092
181 H -25.90 8.61 4.01  C173 1.096
182 H -28.17 7.63 5.71  C174 1.112
183 H -27.67 5.41 4.79  C175 1.086
184 H -26.13 5.96 5.51  C175 1.112
185 H -26.41 6.13 3.75  C175 1.100
186 H -28.97 8.48 3.66  N176 1.018
187 H -28.42 6.96 3.13  N176 1.032

2S+1 = 1
LUMO = 0.6 eV

Atomic partial charges in e from the Löwdin method, atoms 1 to 99: C -0.088; O -0.219; C -0.182; C -0.379; C -0.062; N 0.042; H 0.078; H 0.074; H 0.080; H 0.115; H 0.126; H 0.122; H 0.040; H 0.072; H 0.089; H 0.070; H 0.033; C -0.079; O -0.226; C -0.207; C -0.464; C -0.040; N 0.036; H 0.084; H 0.070; H 0.088; H 0.131; H 0.112; H 0.150; H 0.056; H 0.084; H 0.076; H 0.071; H 0.068; C -0.082; O -0.210; C -0.215; C -0.472; C -0.041; N 0.068; H 0.088; H 0.079; H 0.070; H 0.122; H 0.120; H 0.138; H 0.066; H 0.077; H 0.072; H 0.041; H 0.083; C -0.105; O -0.207; C -0.224; C -0.421; C -0.051; N 0.051; H 0.084; H 0.093; H 0.071; H 0.134; H 0.128; H 0.107; H 0.071; H 0.065; H 0.085; H 0.046; H 0.055; C -0.119; O -0.196; C -0.184; C -0.468; C -0.070; N 0.024; H 0.090; H 0.095; H 0.050; H 0.140; H 0.117; H 0.158; H 0.076; H 0.072; H 0.082; H 0.055; H 0.103; C -0.050; O -0.194; C -0.245; C -0.408; C -0.055; N 0.043; H 0.065; H 0.082; H 0.072; H 0.094; H 0.138; H 0.125; H 0.085; H 0.034



*Q*
The following is a quantum chemistry calculation of 11 unconnected molecules or ions with the total composition C44H121N11O11, from OMol25.

Bonds (Å) are listed after each position.
Geometry (Å):
1 C -1.70 -5.38 6.41  O2 1.388, H7 1.098, H8 1.093, H9 1.098
2 O -0.93 -5.05 5.30  C1 1.388, C3 1.413
3 C -0.84 -3.67 5.01  O2 1.413, C4 1.531, H10 1.100, H11 1.099
4 C 0.11 -3.32 3.86  C3 1.531, C5 1.522, N6 1.479, H12 1.094
5 C 0.18 -1.81 3.72  C4 1.522, H13 1.097, H14 1.089, H15 1.089
6 N -0.26 -3.96 2.58  C4 1.479, H16 1.022, H17 1.023
7 H -1.12 -5.93 7.17  C1 1.098
8 H -2.56 -6.00 6.15  C1 1.093
9 H -2.03 -4.51 6.99  C1 1.098
10 H -1.84 -3.25 4.84  C3 1.100
11 H -0.54 -3.13 5.92  C3 1.099
12 H 1.08 -3.78 4.10  C4 1.094
13 H -0.86 -1.51 3.58  C5 1.097
14 H 0.71 -1.55 2.81  C5 1.089
15 H 0.55 -1.28 4.59  C5 1.089
16 H -0.15 -4.94 2.86  N6 1.022
17 H -1.28 -3.90 2.49  N6 1.023
18 C -1.72 5.50 1.31  O19 1.394, H24 1.094, H25 1.095, H26 1.099
19 O -2.75 6.32 0.85  C18 1.394, C20 1.415
20 C -3.63 5.65 -0.04  O19 1.415, C21 1.530, H27 1.094, H28 1.096
21 C -5.01 6.30 0.06  C20 1.530, C22 1.511, N23 1.500, H29 1.094
22 C -6.11 5.37 -0.39  C21 1.511, H30 1.091, H31 1.095, H32 1.090
23 N -5.10 7.57 -0.74  C21 1.500, H33 1.015, H34 1.019
24 H -1.06 5.99 2.03  C18 1.094
25 H -0.99 5.01 0.66  C18 1.095
26 H -2.16 4.71 1.95  C18 1.099
27 H -3.30 5.60 -1.08  C20 1.094
28 H -3.78 4.62 0.28  C20 1.096
29 H -5.28 6.68 1.05  C21 1.094
30 H -7.09 5.67 -0.02  C22 1.091
31 H -5.92 4.40 0.08  C22 1.095
32 H -6.17 5.23 -1.47  C22 1.090
33 H -5.99 8.02 -0.58  N23 1.015
34 H -4.44 8.19 -0.29  N23 1.019
35 C 0.98 -3.26 -6.18  O36 1.442, H41 1.092, H42 1.089, H43 1.085
36 O 1.90 -3.78 -5.19  C35 1.442, C37 1.399
37 C 1.36 -3.66 -3.90  O36 1.399, C38 1.544, H44 1.099, H45 1.100
38 C 2.35 -4.26 -2.89  C37 1.544, C39 1.527, N40 1.463, H46 1.098
39 C 2.62 -5.75 -3.12  C38 1.527, H47 1.088, H48 1.091, H49 1.096
40 N 1.80 -4.00 -1.56  C38 1.463, H50 1.013, H51 1.010
41 H 1.07 -2.18 -6.13  C35 1.092
42 H 0.00 -3.60 -5.85  C35 1.089
43 H 1.30 -3.60 -7.16  C35 1.085
44 H 1.15 -2.60 -3.68  C37 1.099
45 H 0.41 -4.19 -3.72  C37 1.100
46 H 3.32 -3.77 -2.99  C38 1.098
47 H 3.07 -5.87 -4.10  C39 1.088
48 H 1.78 -6.41 -2.93  C39 1.091
49 H 3.40 -6.09 -2.42  C39 1.096
50 H 2.44 -4.48 -0.94  N40 1.013
51 H 1.74 -3.00 -1.40  N40 1.010
52 C 6.51 1.36 -3.66  O53 1.411, H58 1.098, H59 1.085, H60 1.096
53 O 5.58 0.31 -3.57  C52 1.411, C54 1.410
54 C 4.78 0.26 -2.42  O53 1.410, C55 1.520, H61 1.095, H62 1.095
55 C 5.44 -0.17 -1.12  C54 1.520, C56 1.542, N57 1.498, H63 1.096
56 C 6.29 -1.46 -1.15  C55 1.542, H64 1.090, H65 1.094, H66 1.086
57 N 4.32 -0.37 -0.14  C55 1.498, H67 1.017, H68 1.010
58 H 5.98 2.31 -3.82  C52 1.098
59 H 7.23 1.22 -4.47  C52 1.085
60 H 7.02 1.47 -2.70  C52 1.096
61 H 4.06 1.09 -2.33  C54 1.095
62 H 4.11 -0.57 -2.67  C54 1.095
63 H 6.04 0.61 -0.64  C55 1.096
64 H 7.25 -1.32 -1.64  C56 1.090
65 H 5.83 -2.24 -1.76  C56 1.094
66 H 6.30 -1.83 -0.12  C56 1.086
67 H 4.27 0.54 0.31  N57 1.017
68 H 4.52 -1.04 0.58  N57 1.010
69 C 4.03 6.61 2.55  O70 1.408, H75 1.086, H76 1.096, H77 1.096
70 O 4.67 5.42 2.16  C69 1.408, C71 1.381
71 C 4.05 4.24 2.54  O70 1.381, C72 1.528, H78 1.102, H79 1.104
72 C 4.40 3.08 1.61  C71 1.528, C73 1.519, N74 1.438, H80 1.097
73 C 3.89 3.26 0.19  C72 1.519, H81 1.095, H82 1.092, H83 1.083
74 N 4.03 1.76 2.03  C72 1.438, H84 1.014, H85 1.018
75 H 4.39 7.50 2.03  C69 1.086
76 H 4.16 6.77 3.63  C69 1.096
77 H 2.96 6.50 2.37  C69 1.096
78 H 4.36 3.89 3.54  C71 1.102
79 H 2.96 4.28 2.72  C71 1.104
80 H 5.50 3.19 1.63  C72 1.097
81 H 4.40 4.16 -0.17  C73 1.095
82 H 2.83 3.51 0.25  C73 1.092
83 H 4.17 2.42 -0.44  C73 1.083
84 H 4.52 1.23 2.74  N74 1.014
85 H 3.07 1.68 2.36  N74 1.018
86 C -1.08 4.79 -6.02  O87 1.405, H92 1.085, H93 1.099, H94 1.101
87 O -1.14 3.72 -5.10  C86 1.405, C88 1.416
88 C -0.86 4.15 -3.78  O87 1.416, C89 1.515, H95 1.095, H96 1.104
89 C -0.82 2.94 -2.86  C88 1.515, C90 1.528, N91 1.486, H97 1.091
90 C -2.20 2.36 -2.56  C89 1.528, H98 1.097, H99 1.093, H100 1.087
91 N -0.30 3.47 -1.57  C89 1.486, H101 1.024, H102 1.021
92 H -1.77 4.73 -6.85  C86 1.085
93 H -0.05 5.00 -6.33  C86 1.099
94 H -1.27 5.74 -5.50  C86 1.101
95 H 0.03 4.78 -3.72  C88 1.095
96 H -1.70 4.82 -3.53  C88 1.104
97 H -0.22 2.17 -3.35  C89 1.091
98 H -2.60 1.93 -3.48  C90 1.097
99 H -2.83 3.21 -2.27  C90 1.093
100 H -2.24 1.58 -1.81  C90 1.087
101 H -0.37 2.68 -0.93  N91 1.024
102 H -1.02 4.02 -1.09  N91 1.021
103 C -2.35 -2.17 -4.59  O104 1.409, H109 1.089, H110 1.095, H111 1.094
104 O -1.60 -1.34 -5.45  C103 1.409, C105 1.412
105 C -2.35 -0.24 -5.92  O104 1.412, C106 1.549, H112 1.092, H113 1.102
106 C -1.51 0.73 -6.78  C105 1.549, C107 1.500, N108 1.476, H114 1.099
107 C -0.07 0.97 -6.41  C106 1.500, H115 1.086, H116 1.095, H117 1.094
108 N -2.27 1.95 -7.13  C106 1.476, H118 1.012, H119 1.025
109 H -1.72 -2.99 -4.23  C103 1.089
110 H -3.19 -2.65 -5.10  C103 1.095
111 H -2.70 -1.59 -3.73  C103 1.094
112 H -3.26 -0.63 -6.37  C105 1.092
113 H -2.69 0.40 -5.08  C105 1.102
114 H -1.62 0.22 -7.74  C106 1.099
115 H 0.32 1.92 -6.76  C107 1.086
116 H 0.55 0.17 -6.84  C107 1.095
117 H 0.16 0.89 -5.34  C107 1.094
118 H -1.91 2.46 -7.92  N108 1.012
119 H -2.17 2.63 -6.37  N108 1.025
120 C 0.47 1.68 1.17  O121 1.414, H126 1.091, H127 1.092, H128 1.096
121 O -0.54 1.12 0.35  C120 1.414, C122 1.428
122 C -0.71 -0.30 0.41  O121 1.428, C123 1.540, H129 1.088, H130 1.093
123 C 0.50 -0.99 -0.24  C122 1.540, C124 1.540, N125 1.478, H131 1.098
124 C 0.83 -0.58 -1.69  C123 1.540, H132 1.093, H133 1.095, H134 1.090
125 N 0.23 -2.45 -0.29  C123 1.478, H135 1.019, H136 1.014
126 H 0.28 2.75 1.24  C120 1.091
127 H 1.43 1.46 0.70  C120 1.092
128 H 0.42 1.32 2.21  C120 1.096
129 H -1.00 -0.62 1.41  C122 1.088
130 H -1.49 -0.51 -0.32  C122 1.093
131 H 1.40 -0.75 0.33  C123 1.098
132 H 1.86 -0.80 -1.97  C124 1.093
133 H 0.85 0.50 -1.90  C124 1.095
134 H 0.14 -1.09 -2.37  C124 1.090
135 H 0.12 -2.76 0.68  N125 1.019
136 H 1.07 -2.88 -0.67  N125 1.014
137 C -2.64 1.18 2.94  O138 1.416, H143 1.093, H144 1.105, H145 1.084
138 O -3.51 1.07 4.05  C137 1.416, C139 1.427
139 C -3.68 -0.29 4.47  O138 1.427, C140 1.533, H146 1.096, H147 1.097
140 C -4.85 -0.34 5.45  C139 1.533, C141 1.531, N142 1.469, H148 1.095
141 C -4.74 0.62 6.64  C140 1.531, H149 1.086, H150 1.091, H151 1.093
142 N -4.96 -1.68 6.03  C140 1.469, H152 1.019, H153 1.012
143 H -2.81 0.54 2.07  C137 1.093
144 H -1.74 0.75 3.40  C137 1.105
145 H -2.42 2.20 2.65  C137 1.084
146 H -3.97 -0.83 3.56  C139 1.096
147 H -2.67 -0.56 4.82  C139 1.097
148 H -5.74 -0.13 4.84  C140 1.095
149 H -5.36 0.43 7.51  C141 1.086
150 H -4.94 1.62 6.24  C141 1.091
151 H -3.70 0.51 6.95  C141 1.093
152 H -5.31 -2.36 5.35  N142 1.019
153 H -5.62 -1.81 6.78  N142 1.012
154 C -1.56 -5.87 -1.52  O155 1.413, H160 1.095, H161 1.096, H162 1.090
155 O -2.93 -6.17 -1.63  C154 1.413, C156 1.414
156 C -3.21 -7.56 -1.71  O155 1.414, C157 1.539, H163 1.094, H164 1.092
157 C -2.85 -8.18 -3.07  C156 1.539, C158 1.512, N159 1.476, H165 1.091
158 C -3.71 -7.58 -4.16  C157 1.512, H166 1.096, H167 1.089, H168 1.102
159 N -3.07 -9.64 -3.01  C157 1.476, H169 1.023, H170 1.020
160 H -0.87 -6.10 -2.34  C154 1.095
161 H -1.19 -6.41 -0.64  C154 1.096
162 H -1.37 -4.81 -1.34  C154 1.090
163 H -2.74 -8.11 -0.89  C156 1.094
164 H -4.30 -7.55 -1.60  C156 1.092
165 H -1.80 -8.02 -3.30  C157 1.091
166 H -3.55 -8.04 -5.14  C158 1.096
167 H -3.79 -6.49 -4.17  C158 1.089
168 H -4.75 -7.93 -4.08  C158 1.102
169 H -4.08 -9.78 -3.08  N159 1.023
170 H -2.85 -10.08 -3.91  N159 1.020
171 C 0.22 1.99 5.42  O172 1.403, H177 1.090, H178 1.091, H179 1.109
172 O 1.36 2.24 6.19  C171 1.403, C173 1.422
173 C 2.51 1.42 5.97  O172 1.422, C174 1.501, H180 1.096, H181 1.099
174 C 3.64 1.79 6.87  C173 1.501, C175 1.536, N176 1.473, H182 1.099
175 C 4.29 3.16 6.63  C174 1.536, H183 1.087, H184 1.094, H185 1.091
176 N 4.68 0.75 6.80  C174 1.473, H186 1.019, H187 1.010
177 H 0.50 2.08 4.37  C171 1.090
178 H -0.68 2.43 5.86  C171 1.091
179 H -0.16 0.98 5.66  C171 1.109
180 H 2.21 0.37 6.06  C173 1.096
181 H 2.74 1.59 4.90  C173 1.099
182 H 3.26 1.85 7.90  C174 1.099
183 H 5.28 3.32 7.05  C175 1.087
184 H 3.62 3.94 7.02  C175 1.094
185 H 4.32 3.41 5.56  C175 1.091
186 H 4.29 0.05 7.43  N176 1.019
187 H 5.55 1.05 7.23  N176 1.010

2S+1 = 1
LUMO = 0.5 eV

Atomic partial charges in e from the Löwdin method, atoms 1 to 99: C -0.128; O -0.176; C -0.219; C -0.419; C -0.055; N 0.048; H 0.087; H 0.088; H 0.086; H 0.123; H 0.126; H 0.142; H 0.054; H 0.069; H 0.067; H 0.077; H 0.086; C -0.131; O -0.154; C -0.198; C -0.425; C -0.077; N 0.021; H 0.089; H 0.065; H 0.081; H 0.125; H 0.113; H 0.135; H 0.076; H 0.073; H 0.083; H 0.063; H 0.065; C -0.057; O -0.185; C -0.219; C -0.406; C -0.049; N 0.052; H 0.076; H 0.074; H 0.088; H 0.112; H 0.117; H 0.133; H 0.079; H 0.073; H 0.074; H 0.099; H 0.022; C -0.102; O -0.185; C -0.217; C -0.414; C -0.041; N 0.036; H 0.086; H 0.086; H 0.081; H 0.119; H 0.112; H 0.123; H 0.076; H 0.074; H 0.068; H 0.007; H 0.060; C -0.092; O -0.160; C -0.247; C -0.432; C -0.034; N 0.041; H 0.087; H 0.088; H 0.084; H 0.101; H 0.127; H 0.148; H 0.085; H 0.078; H 0.048; H 0.091; H 0.061; C -0.117; O -0.230; C -0.201; C -0.392; C -0.036; N 0.055; H 0.086; H 0.095; H 0.085; H 0.130; H 0.127; H 0.123; H 0.063; H 0.073



The relative energies come out as *P* 0.0; *Q* 259.7, with values in kJ/mol.